# 1
This record from OMol25 describes an isolated molecule of C7H10OS in a non-equilibrium geometry. The level of theory is ωB97M-V/def2-TZVPD.

For the largest force on an atom, the calculation gives 0.12152 Eh/bohr. The calculation puts the lowest unoccupied orbital energy at -0.2 eV. The calculation puts the total energy at -746.0276 Eh. As for the relative energy (zero: lowest compared OMol25 entry of this formula, charge and spin): 284.89 kJ/mol. The calculation puts the orbital gap at 8.3 eV.

Geometry as ORCA input:
```
! wB97M-V def2-TZVPD RIJCOSX def2/J DEFGRID3
* xyz 0 1
C -1.07580 0.76025 0.25757
C -2.61384 0.54768 0.00242
H 3.32055 -0.25872 0.31035
H -3.16281 0.26897 0.94907
H 2.30486 -1.23583 -0.74028
C 1.29312 1.53450 0.41789
O -0.60763 3.38503 0.95635
C -0.07815 -0.30936 -0.21690
H -2.73231 -0.30024 -0.71575
H 2.28687 2.11331 0.50165
H -1.40382 -2.16078 -0.71029
H 0.06492 -2.02683 -1.49449
H 2.15350 -1.42440 0.99429
C 2.36758 -0.72719 0.16917
C 1.20482 0.21661 0.15416
H 0.22447 -2.29074 0.22327
S -0.19065 2.31424 0.01042
C -0.32836 -1.81609 -0.57070
H -3.02731 1.40960 -0.49821
*
```

***

# 2
This record from OMol25 describes an isolated molecule of C3H4P2. The level of theory is ωB97M-V/def2-TZVPD.

For the largest force on an atom, the calculation gives 0.01917 Eh/bohr. The calculation puts the lowest unoccupied orbital energy (spin up / spin down) at -0.6 / -0.5 eV. The calculation puts the total energy at -799.1927 Eh. As for the relative energy (zero: lowest compared OMol25 entry of this formula, charge and spin): 394.16 kJ/mol. The calculation puts the orbital gap (spin up / spin down) at 8.0 / 8.0 eV.

Geometry as ORCA input:
```
! wB97M-V def2-TZVPD RIJCOSX def2/J DEFGRID3
* xyz 0 1
P -1.60758 1.32029 -0.65909
C -0.95537 0.43127 0.56133
H -2.69437 1.79075 0.09657
P 0.68189 0.20495 -2.06852
H 0.91118 -0.00493 1.48255
H -0.04407 -1.42782 1.05637
H 1.84152 -0.36999 -2.60609
C 0.90932 -0.45953 -0.58191
C 0.23498 -0.42031 0.72787
*
```